w.
22
Properties=species:S:1:pos:R:3 method="wB97M-V/def2-TZVPD" gap_ev=9.92 smiles="C=C/C=C/C.O.O.O" lumo_ha=0.0180
C 0.21 2.15 1.61
C 1.31 1.54 1.05
C 1.53 0.91 -0.30
C 2.11 -0.27 -0.25
C 2.70 -1.25 -1.24
H 0.35 2.93 2.43
H -0.72 2.05 1.05
H 2.32 1.78 1.42
H 1.47 1.67 -1.06
H 2.17 -0.51 0.73
H 3.04 -2.22 -0.89
H 3.53 -0.80 -1.64
H 1.99 -1.38 -2.01
O 0.34 -4.28 3.98
H -0.29 -4.57 3.37
H 0.80 -3.55 3.58
O -6.18 0.01 -1.60
H -6.82 -0.77 -1.86
H -5.80 0.18 -2.48
O -0.16 2.13 -2.76
H -1.07 2.06 -2.92
H -0.18 1.91 -1.92


x.
22
Properties=species:S:1:pos:R:3 method="wB97M-V/def2-TZVPD" gap_ev=9.82 smiles="C=CC(=C)C.O.O.O" lumo_ha=0.0188
C -0.09 -1.29 -1.43
C 0.25 -0.73 -0.28
C -0.81 -0.63 0.75
C -1.64 -1.60 1.15
C -0.52 0.50 1.73
H -1.03 -1.82 -1.51
H 0.57 -1.43 -2.28
H 1.21 -0.33 -0.02
H -2.51 -1.43 1.77
H -1.68 -2.52 0.60
H 0.48 0.48 2.19
H -1.31 0.34 2.47
H -0.58 1.44 1.21
O -0.85 1.26 -2.95
H -0.08 1.13 -3.53
H -0.89 0.38 -2.56
O 3.57 -0.67 1.82
H 2.66 -0.59 1.50
H 3.38 -0.36 2.71
O -0.01 2.62 -0.72
H -0.15 3.39 -1.29
H 0.01 1.87 -1.34


Which structure is the least stable? The one labeled w.


w.
61
Properties=species:S:1:pos:R:3 method="wB97M-V/def2-TZVPD" gap_ev="3.75 / 5.66" lumo_ha="-0.0354 / -0.1043" multiplicity=5
Ir -0.91 0.44 -0.22
C 1.99 -1.62 1.57
Si 2.14 0.22 1.25
C 3.97 0.56 1.02
C 1.53 1.18 2.74
C 1.15 0.77 -0.27
C 0.91 2.25 -0.28
C 1.70 3.36 -0.22
C 1.09 4.63 -0.18
C -0.32 4.71 -0.18
C -1.09 3.59 -0.23
N -0.47 2.36 -0.29
Si 1.79 0.21 -1.96
C 2.17 -1.63 -1.94
C 0.50 0.61 -3.29
C 3.33 1.15 -2.47
H 2.25 -1.83 2.61
H 2.67 -2.19 0.94
H 0.98 -2.01 1.41
H 4.49 0.32 1.95
H 4.19 1.60 0.77
H 4.39 -0.08 0.24
H 2.11 0.89 3.62
H 0.48 0.98 2.94
H 1.65 2.25 2.59
H 2.78 3.26 -0.21
H 1.69 5.53 -0.14
H -0.81 5.68 -0.15
H -2.17 3.60 -0.24
H 1.58 -2.16 -1.20
H 3.22 -1.79 -1.70
H 1.98 -2.09 -2.92
H -0.53 0.41 -2.99
H 0.70 0.03 -4.19
H 0.55 1.66 -3.55
H 4.18 0.94 -1.83
H 3.15 2.22 -2.47
H 3.61 0.87 -3.49
O -6.24 0.89 3.15
C -5.22 0.81 2.53
C -3.81 0.67 3.13
O -3.52 0.60 4.31
C -2.91 0.61 1.97
C -3.66 0.67 0.72
O -3.07 0.59 -0.39
C -5.10 0.81 1.00
O -6.01 0.89 0.21
O -1.65 0.49 1.96
N -2.02 -5.71 -0.56
C -1.77 -4.38 -0.48
C -1.77 -3.71 0.75
C -1.50 -2.37 0.79
N -1.21 -1.64 -0.31
C -1.22 -2.28 -1.49
C -1.48 -3.62 -1.62
H -2.34 -6.22 0.25
H -2.13 -6.15 -1.45
H -1.99 -4.23 1.68
H -1.49 -1.83 1.73
H -0.99 -1.68 -2.36
H -1.47 -4.07 -2.60


x.
61
Properties=species:S:1:pos:R:3 method="wB97M-V/def2-TZVPD" gap_ev="6.79 / 6.05" lumo_ha="-0.0082 / -0.0820" multiplicity=5
Ir 0.56 1.06 -0.02
C -1.77 0.24 -2.77
Si -1.66 -1.08 -1.41
C -2.18 -2.73 -2.19
C -2.90 -0.76 -0.02
C 0.07 -1.04 -0.67
C 0.14 -1.55 0.72
C -0.20 -2.83 1.17
C -0.02 -3.14 2.51
C 0.50 -2.19 3.38
C 0.80 -0.94 2.87
N 0.61 -0.64 1.58
Si 1.53 -1.72 -1.69
C 1.79 -0.59 -3.18
C 3.03 -1.93 -0.57
C 1.16 -3.46 -2.36
H -2.76 0.72 -2.79
H -1.59 -0.19 -3.76
H -1.01 1.01 -2.60
H -3.25 -2.73 -2.40
H -1.97 -3.58 -1.54
H -1.66 -2.89 -3.14
H -3.88 -0.44 -0.40
H -2.54 0.02 0.66
H -3.06 -1.66 0.57
H -0.58 -3.56 0.47
H -0.28 -4.13 2.87
H 0.67 -2.41 4.42
H 1.19 -0.15 3.49
H 1.89 0.45 -2.86
H 0.95 -0.66 -3.87
H 2.70 -0.85 -3.72
H 3.47 -0.97 -0.29
H 3.81 -2.51 -1.08
H 2.76 -2.46 0.34
H 0.42 -3.43 -3.15
H 0.80 -4.14 -1.58
H 2.08 -3.89 -2.77
O 6.34 3.03 1.92
C 5.25 2.79 1.51
C 4.91 1.85 0.35
O 5.70 1.23 -0.31
C 3.43 1.85 0.26
C 2.86 2.62 1.33
O 1.63 2.63 1.54
C 3.94 3.35 2.05
O 3.83 4.23 2.87
O 2.71 1.25 -0.57
N -5.06 3.18 1.70
C -3.77 2.96 1.33
C -2.82 2.48 2.24
C -1.55 2.19 1.81
N -1.15 2.34 0.54
C -2.03 2.88 -0.32
C -3.32 3.20 0.02
H -5.30 3.16 2.67
H -5.67 3.67 1.07
H -3.09 2.31 3.28
H -0.80 1.83 2.50
H -1.67 3.06 -1.32
H -3.99 3.64 -0.70


Which structure is the least stable? The one labeled w.


w.
8
Properties=species:S:1:pos:R:3 method="wB97M-V/def2-TZVPD" gap_ev=11.40 smiles=C.O lumo_ha=0.0325
C -0.06 0.63 -0.50
H -0.71 1.40 -0.93
H -0.67 -0.18 -0.09
H 0.60 0.23 -1.29
H 0.56 1.07 0.29
O 0.13 -0.96 1.23
H 0.73 -0.69 0.50
H -0.58 -1.48 0.78


x.
8
Properties=species:S:1:pos:R:3 method="wB97M-V/def2-TZVPD" gap_ev=12.39 smiles=C.O lumo_ha=0.0299
C 0.21 0.38 1.83
H 0.85 1.21 1.49
H -0.84 0.64 1.63
H 0.47 -0.54 1.29
H 0.35 0.23 2.91
O -0.60 -0.96 -3.07
H 0.26 -0.84 -3.53
H -0.72 -0.13 -2.54


Which structure is the least stable? The one labeled w.


w.
22
Properties=species:S:1:pos:R:3 method="wB97M-V/def2-TZVPD" charge=+1 gap_ev=8.10 lumo_ha=-0.1385
H -1.97 -3.46 -1.01
N -2.21 -3.35 -0.02
C -1.82 -2.30 0.58
N -0.95 -1.32 0.07
C -0.30 -0.41 1.02
C 0.97 0.38 0.48
C 0.71 1.55 -0.38
C 1.02 1.47 -1.81
N 1.71 2.90 0.26
H -2.27 -2.12 1.62
H -0.30 -1.51 -0.85
H -1.05 0.31 1.50
H 0.07 -1.05 1.82
H 1.62 0.65 1.42
H 1.65 -0.31 -0.13
H -0.22 2.00 -0.06
H 0.91 2.35 -2.54
H 0.57 0.51 -2.38
H 2.04 1.32 -1.97
H 2.27 2.48 0.95
H 1.03 3.75 0.55
H 2.31 3.29 -0.45


x.
22
Properties=species:S:1:pos:R:3 method="wB97M-V/def2-TZVPD" charge=+1 gap_ev=9.86 lumo_ha=-0.1189
C -1.28 2.46 -2.39
C -0.25 1.41 -2.14
C 0.33 1.23 -0.97
N 1.26 0.08 -0.77
H -1.27 3.22 -1.62
H -1.09 2.97 -3.33
H -2.27 1.99 -2.45
H 0.03 0.78 -2.99
H 0.18 1.81 -0.08
H 1.38 -0.46 -1.63
H 2.17 0.40 -0.41
H 0.87 -0.54 -0.04
C -0.71 -0.43 2.42
N 1.19 -2.37 1.49
C -0.18 -2.35 1.19
N -1.04 -1.48 1.48
H -1.57 -0.23 3.05
H -0.52 0.52 1.88
H 0.18 -0.64 3.02
H 1.48 -1.90 2.33
H 1.59 -3.30 1.44
H -0.48 -3.17 0.53


Which structure is the least stable? The one labeled w.


w.
10
Properties=species:S:1:pos:R:3 method="wB97M-V/def2-TZVPD" charge=+1 gap_ev="5.72 / 5.72" lumo_ha="-0.2302 / -0.2302"
O -1.14 1.20 -0.88
C -1.94 0.42 -0.08
C -1.61 -0.44 0.79
C 0.80 -0.05 0.90
C 1.44 -1.05 0.42
O 1.26 -2.05 -0.27
Li -0.81 -1.63 -1.08
H -1.65 1.69 -1.53
H -2.00 -1.18 1.48
Zn 0.75 1.56 -0.26


x.
10
Properties=species:S:1:pos:R:3 method="wB97M-V/def2-TZVPD" charge=+1 gap_ev=6.42 lumo_ha=-0.1765
C -0.33 2.16 1.65
C -1.01 1.11 1.39
O 0.35 3.10 1.96
Li 1.58 4.43 1.58
H -1.95 0.92 1.91
C 0.11 -2.04 -3.41
C -0.01 -1.81 -2.21
O -0.14 -1.50 -1.00
Zn -0.34 -0.24 0.14
H 0.26 -2.23 -4.45


Which structure is the least stable? The one labeled w.